A 8-piece molecular cluster, C17H37F6N3O19PS4 overall. Source: OMol25; level of theory: ωB97M-V/def2-TZVPD.

Structure (ORCA input):
```
! wB97M-V def2-TZVPD RIJCOSX def2/J DEFGRID3
* xyz -1 1
P 12.491 19.039 -11.097
F 13.506 17.963 -10.383
F 11.807 19.610 -9.725
F 13.583 20.193 -10.875
F 11.418 20.035 -11.871
F 13.073 18.664 -12.551
F 11.422 17.886 -11.367
C 2.588 15.705 -7.144
C 3.958 16.112 -7.632
O 4.069 16.429 -8.769
N 4.962 16.066 -6.766
C 6.272 16.438 -7.201
H 1.848 16.375 -7.582
H 2.483 15.706 -6.059
H 2.414 14.648 -7.342
H 4.774 15.883 -5.790
H 7.063 16.365 -6.455
H 6.231 17.430 -7.653
H 6.377 15.576 -7.860
C 16.303 14.331 -15.675
C 17.201 14.441 -16.831
O 17.261 13.562 -17.687
N 17.992 15.575 -16.808
C 19.025 15.798 -17.735
H 15.292 14.625 -15.956
H 16.632 14.842 -14.769
H 16.009 13.319 -15.399
H 17.899 16.305 -16.117
H 18.951 16.883 -17.808
H 18.617 15.326 -18.629
H 20.039 15.486 -17.484
C 13.652 27.166 -8.102
C 12.526 27.103 -7.066
O 12.543 27.916 -6.176
N 11.581 26.123 -7.203
C 10.263 26.306 -6.549
H 14.306 26.294 -8.086
H 14.312 28.009 -7.897
H 13.192 27.230 -9.088
H 11.690 25.421 -7.921
H 9.559 26.127 -7.361
H 10.070 27.186 -5.935
H 10.156 25.382 -5.982
C 5.487 22.312 -11.668
C 5.402 21.134 -12.700
O 4.091 21.253 -13.382
S 3.146 22.377 -12.573
O 2.571 21.805 -11.346
O 2.221 23.163 -13.372
O 4.521 23.240 -12.256
H 6.413 22.886 -11.708
H 5.079 22.170 -10.668
H 5.414 20.149 -12.232
H 6.131 21.164 -13.510
C 10.689 22.213 -17.976
C 12.073 21.610 -17.958
O 12.945 22.733 -17.805
S 12.281 23.795 -16.749
O 12.571 25.211 -17.055
O 12.598 23.426 -15.347
O 10.702 23.365 -17.205
H 9.945 21.720 -17.351
H 10.353 22.411 -18.994
H 12.177 21.149 -18.940
H 12.163 20.982 -17.071
C 19.473 19.141 -11.476
C 19.843 20.381 -10.588
O 20.561 21.220 -11.395
S 21.287 20.498 -12.713
O 22.778 20.389 -12.604
O 20.784 21.126 -13.962
O 20.566 19.091 -12.372
H 18.606 19.208 -12.134
H 19.269 18.244 -10.891
H 20.612 20.016 -9.907
H 19.006 20.802 -10.031
C 16.472 15.451 -5.123
C 14.899 15.273 -4.951
O 14.686 13.932 -4.698
S 15.909 12.917 -5.136
O 15.546 12.005 -6.250
O 16.447 12.321 -3.925
O 16.867 14.178 -5.648
H 16.978 15.598 -4.169
H 16.806 16.338 -5.661
H 14.298 15.477 -5.838
H 14.614 15.904 -4.109
*
```

The calculation puts the energy relative to the best compared isomer or geometry (same formula, charge and spin) at 228.92 kJ/mol. For the strongest force on any atom, the calculation gives 4.6 eV Å⁻¹. The HOMO-LUMO gap is 9.88 eV.

Atom charges from the Löwdin analysis, given in e for atoms 1 to 6:
1. P 0.137
2. F -0.192
3. F -0.194
4. F -0.174
5. F -0.222
6. F -0.185

=====

C50H73BrIrN4O2P2Si3 as an isolated structure. Source: OMol25; level of theory: ωB97M-V/def2-TZVPD.

Structure (ORCA input):
```
! wB97M-V def2-TZVPD RIJCOSX def2/J DEFGRID3
* xyz 1 1
Ir -0.048 0.823 0.085
C -2.023 1.830 -4.152
Si -0.367 1.406 -3.391
C 0.418 3.036 -2.898
C 0.682 0.600 -4.721
N -0.455 0.371 -1.987
P -1.350 -0.920 -1.531
C -1.484 -0.572 0.120
P -1.632 -0.617 1.805
N -0.544 0.551 2.175
Si 0.256 0.826 3.693
C -0.992 1.066 5.072
C 1.235 2.422 3.550
C 1.358 -0.608 4.185
C -1.246 -2.197 2.600
C -1.685 -2.486 3.893
C -1.261 -3.642 4.531
C -0.409 -4.523 3.879
C 0.013 -4.253 2.584
C -0.403 -3.094 1.949
C -3.292 -0.232 2.411
C -3.582 1.034 2.906
C -4.871 1.341 3.323
C -5.879 0.394 3.218
C -5.599 -0.867 2.705
C -4.309 -1.183 2.310
C -0.552 -2.483 -1.975
C 0.456 -2.539 -2.927
C 0.994 -3.766 -3.298
C 0.530 -4.933 -2.711
C -0.475 -4.880 -1.751
C -1.019 -3.659 -1.389
C -2.954 -1.171 -2.336
C -4.115 -1.094 -1.575
C -5.343 -1.413 -2.143
C -5.414 -1.778 -3.479
C -4.256 -1.853 -4.244
C -3.029 -1.574 -3.669
H -1.842 2.187 -5.171
H -2.527 2.641 -3.624
H -2.721 0.997 -4.225
H 0.132 3.794 -3.632
H 1.506 2.987 -2.883
H 0.083 3.390 -1.922
H 0.895 1.319 -5.517
H 0.177 -0.252 -5.183
H 1.640 0.249 -4.330
H -1.578 1.979 4.944
H -0.465 1.144 6.027
H -1.689 0.230 5.155
H 0.604 3.286 3.773
H 1.667 2.565 2.557
H 2.060 2.432 4.266
H 0.781 -1.368 4.718
H 2.168 -0.284 4.842
H 1.799 -1.091 3.311
H -2.355 -1.808 4.407
H -1.599 -3.858 5.536
H -0.084 -5.428 4.376
H 0.662 -4.948 2.066
H -0.087 -2.887 0.934
H -2.790 1.769 2.984
H -5.087 2.320 3.733
H -6.885 0.635 3.534
H -6.386 -1.605 2.623
H -4.089 -2.177 1.936
H 0.826 -1.622 -3.367
H 1.778 -3.807 -4.043
H 0.951 -5.888 -2.999
H -0.837 -5.790 -1.291
H -1.807 -3.621 -0.643
H -4.041 -0.804 -0.529
H -6.248 -1.401 -1.547
H -6.371 -2.020 -3.922
H -4.311 -2.149 -5.283
H -2.124 -1.678 -4.259
O -6.772 1.096 -0.125
C -6.156 2.337 0.087
N -5.792 2.958 -1.167
C -4.579 3.421 -1.548
O -4.371 3.922 -2.633
C -3.449 3.341 -0.549
C -3.231 4.368 0.354
C -2.094 4.327 1.146
C -1.224 3.268 1.013
N -1.433 2.271 0.134
C -2.533 2.302 -0.629
H -6.116 0.495 -0.492
H -5.256 2.248 0.697
H -6.885 2.944 0.622
H -6.517 3.044 -1.867
H -3.927 5.194 0.423
H -1.872 5.109 1.858
H -0.331 3.191 1.614
H -2.664 1.494 -1.332
C 2.670 2.452 -0.094
C 3.791 1.707 -0.837
C 3.405 1.702 -2.321
C 5.088 2.525 -0.682
Si 4.071 -0.085 -0.220
Br 1.887 -0.910 0.030
C 4.813 -0.240 1.533
C 4.191 0.829 2.442
C 6.336 -0.018 1.496
C 4.550 -1.607 2.190
C 4.825 -1.259 -1.526
C 6.136 -0.646 -2.057
C 5.158 -2.625 -0.909
C 3.893 -1.531 -2.715
H 2.569 3.456 -0.516
H 2.852 2.549 0.972
H 1.692 1.960 -0.245
H 3.227 2.732 -2.641
H 2.489 1.133 -2.494
H 4.191 1.301 -2.959
H 4.941 3.508 -1.139
H 5.936 2.057 -1.183
H 5.357 2.689 0.361
H 4.461 1.841 2.144
H 4.557 0.684 3.463
H 3.104 0.752 2.474
H 6.616 0.942 1.062
H 6.856 -0.806 0.950
H 6.716 -0.034 2.522
H 3.499 -1.898 2.160
H 4.839 -1.544 3.243
H 5.133 -2.404 1.741
H 6.852 -0.424 -1.265
H 5.970 0.266 -2.631
H 6.610 -1.367 -2.729
H 5.952 -2.567 -0.167
H 5.509 -3.288 -1.705
H 4.286 -3.097 -0.451
H 3.619 -0.634 -3.268
H 2.980 -2.033 -2.400
H 4.413 -2.197 -3.411
*
```

For the strongest force on any atom, the calculation gives 0.6 eV Å⁻¹. The HOMO-LUMO gap is 7.17 eV.

Atom charges from the Löwdin analysis, given in e for atoms 1 to 6:
1. Ir 0.900
2. C -0.154
3. Si 0.349
4. C -0.157
5. C -0.172
6. N -0.365

=====

A 2-piece molecular cluster, C4H7NO2 overall. Source: OMol25; level of theory: ωB97M-V/def2-TZVPD.

Structure (ORCA input):
```
! wB97M-V def2-TZVPD RIJCOSX def2/J DEFGRID3
* xyz 0 1
O 2.559 -1.858 -0.407
C 2.657 -0.717 -0.307
N 2.913 0.307 0.236
O 2.771 1.638 -0.051
H 2.099 1.951 0.531
C -1.840 -1.366 0.533
C -1.039 -0.324 0.272
C -1.323 0.857 -0.602
H -1.842 -2.096 1.380
H -2.892 -1.409 -0.008
H 0.012 -0.366 0.788
H -0.554 0.845 -1.425
H -1.135 1.795 0.021
H -2.385 0.744 -0.961
*
```

The calculation puts the energy relative to the best compared isomer or geometry (same formula, charge and spin) at 462.87 kJ/mol. For the strongest force on any atom, the calculation gives 3.2 eV Å⁻¹. The HOMO-LUMO gap is 9.87 eV.

Atom charges from the natural (NBO) analysis, given in e for atoms 1 to 6:
1. O -0.478
2. C 0.790
3. N -0.288
4. O -0.499
5. H 0.477
6. C -0.414

=====

C48H48HfN4O2PSSb as an isolated structure. Source: OMol25; level of theory: ωB97M-V/def2-TZVPD.

Structure (ORCA input):
```
! wB97M-V def2-TZVPD RIJCOSX def2/J DEFGRID3
* xyz 2 1
Hf -0.251 -0.156 0.047
C 4.056 0.869 -1.540
C 2.828 0.144 -1.118
N 1.810 0.754 -0.577
N 1.878 2.097 -0.442
C 1.225 2.639 0.545
N 1.159 3.978 0.622
S 0.438 1.721 1.794
C 2.696 -1.298 -1.259
C 3.685 -2.096 -1.840
C 3.498 -3.465 -1.906
C 2.328 -4.007 -1.395
C 1.395 -3.147 -0.848
N 1.553 -1.829 -0.775
H 4.139 1.787 -0.963
H 3.983 1.143 -2.593
H 4.948 0.270 -1.400
H 1.745 4.517 0.003
H 0.882 4.394 1.497
H 4.585 -1.651 -2.228
H 4.248 -4.097 -2.353
H 2.143 -5.068 -1.411
H 0.456 -3.522 -0.464
C -1.068 3.092 -1.751
O -1.318 2.147 -0.705
C -2.227 2.655 0.285
C -3.275 1.596 0.590
O -2.627 0.374 0.961
C -3.609 -0.598 1.333
H -0.671 4.025 -1.343
H -1.982 3.293 -2.312
H -0.328 2.650 -2.417
H -2.725 3.559 -0.068
H -1.660 2.894 1.193
H -3.899 1.416 -0.295
H -3.912 1.943 1.412
H -4.188 -0.243 2.188
H -3.090 -1.512 1.612
H -4.288 -0.796 0.499
C -3.932 0.374 -6.009
C -2.622 0.131 -6.393
C -1.620 0.027 -5.444
C -1.941 0.148 -4.097
C -3.255 0.408 -3.714
C -4.249 0.515 -4.666
P -0.752 -0.170 -2.741
C 0.761 -0.623 -3.673
C 1.589 0.427 -4.071
C 2.726 0.174 -4.817
C 3.061 -1.129 -5.147
C 2.259 -2.177 -4.726
C 1.108 -1.929 -4.000
C -1.450 -1.758 -2.135
C -2.013 -2.731 -2.956
C -2.533 -3.877 -2.383
C -2.471 -4.051 -1.009
C -1.911 -3.073 -0.199
C -1.417 -1.876 -0.730
H -4.708 0.450 -6.755
H -2.375 0.013 -7.438
H -0.601 -0.166 -5.748
H -3.488 0.493 -2.658
H -5.268 0.702 -4.363
H 1.330 1.447 -3.813
H 3.349 0.991 -5.151
H 3.942 -1.330 -5.734
H 2.520 -3.191 -4.983
H 0.474 -2.748 -3.696
H -2.043 -2.591 -4.027
H -2.971 -4.644 -3.003
H -2.859 -4.956 -0.564
H -1.859 -3.273 0.872
C -3.644 -0.447 5.446
C -2.906 0.535 4.806
C -1.832 0.187 4.006
C -1.473 -1.145 3.851
C -2.240 -2.128 4.462
C -3.320 -1.780 5.256
Sb 0.292 -1.658 2.704
C 1.727 -0.928 4.166
C 2.801 -1.745 4.493
C 3.693 -1.354 5.477
C 3.530 -0.138 6.119
C 2.471 0.685 5.776
C 1.566 0.291 4.803
C 0.385 -3.685 3.459
C 0.418 -3.878 4.834
C 0.418 -5.156 5.358
C 0.372 -6.257 4.516
C 0.355 -6.069 3.145
C 0.365 -4.786 2.619
H -4.469 -0.176 6.083
H -3.160 1.576 4.942
H -1.282 0.968 3.498
H -1.997 -3.173 4.325
H -3.901 -2.553 5.738
H 2.929 -2.696 3.991
H 4.510 -2.005 5.747
H 4.225 0.165 6.885
H 2.340 1.632 6.274
H 0.740 0.940 4.551
H 0.432 -3.026 5.502
H 0.441 -5.292 6.429
H 0.349 -7.254 4.928
H 0.320 -6.921 2.483
H 0.351 -4.654 1.544
*
```

The calculation puts the energy relative to the best compared isomer or geometry (same formula, charge and spin) at 154.44 kJ/mol. For the strongest force on any atom, the calculation gives 1.8 eV Å⁻¹. The HOMO-LUMO gap is 6.94 eV.

Atom charges from the Löwdin analysis, given in e for atoms 1 to 6:
1. Hf 1.430
2. C 0.015
3. C -0.236
4. N -0.110
5. N -0.011
6. C -0.823

=====

C17H8ClN3O4PtS3 as an isolated structure. Source: OMol25; level of theory: ωB97M-V/def2-TZVPD.

Structure (ORCA input):
```
! wB97M-V def2-TZVPD RIJCOSX def2/J DEFGRID3
* xyz 0 1
Pt -0.303 1.269 -0.271
S 1.261 -2.353 1.968
C -0.413 -2.716 1.653
C -1.123 -3.877 1.952
C -2.453 -3.926 1.588
C -3.072 -2.845 0.944
C -2.374 -1.694 0.652
C -1.031 -1.644 1.014
N -0.158 -0.581 0.804
C 1.053 -0.819 1.234
C 2.049 0.210 0.983
C 3.361 0.199 1.442
C 4.183 1.285 1.189
C 3.688 2.384 0.498
C 2.381 2.402 0.020
C 1.580 1.304 0.251
H -0.646 -4.713 2.444
H -3.029 -4.815 1.806
H -4.117 -2.915 0.676
H -2.841 -0.843 0.174
H 3.727 -0.647 2.013
H 5.206 1.281 1.538
H 4.327 3.239 0.316
H 2.007 3.256 -0.528
S -0.762 2.506 -2.171
C -0.330 1.129 -3.113
S 0.022 -0.111 -1.957
C -0.301 1.009 -4.456
C 0.029 -0.256 -5.041
N 0.273 -1.283 -5.499
C -0.600 2.126 -5.302
N -0.833 3.025 -5.980
O -2.510 0.683 2.570
Cl -2.190 1.885 1.877
O -2.826 3.025 2.422
O -2.532 1.748 0.438
O -0.701 2.070 1.853
*
```

The calculation puts the energy relative to the best compared isomer or geometry (same formula, charge and spin) at 248.51 kJ/mol. For the strongest force on any atom, the calculation gives 2.2 eV Å⁻¹. The HOMO-LUMO gap is 7.50 eV.

Atom charges from the natural (NBO) analysis, given in e for atoms 1 to 6:
1. Pt 0.989
2. S 0.481
3. C -0.237
4. C -0.207
5. C -0.194
6. C -0.179